A cluster of 7 separate species, C38H59IN10O3S in total at a distorted geometry. Source: OMol25; level of theory: ωB97M-V/def2-TZVPD.

The geometry in XYZ format:
```
112
C38H59IN10O3S ωB97M-V/def2-TZVPD
C 2.255 -1.500 -1.734
C 3.178 -0.607 -1.389
C 3.062 0.907 -1.463
I 5.153 1.588 -1.285
C 2.582 1.254 -2.916
C 3.659 1.166 -4.016
S 1.927 2.901 -3.047
O 1.187 2.975 -4.273
O 2.966 3.865 -2.863
O 0.884 3.044 -1.880
C 0.757 2.077 -0.786
C 0.018 2.903 0.279
C -1.237 3.629 -0.236
N -0.955 5.013 -0.638
C -0.176 0.959 -1.319
C -1.023 0.198 -0.312
C -2.038 -0.785 -1.004
N -1.951 -1.005 -2.437
C 2.174 1.571 -0.285
N 2.923 2.728 0.216
C 1.956 0.656 0.947
C 3.072 0.481 1.973
N 4.192 -0.340 1.528
H 2.292 -2.481 -1.277
H 1.512 -1.329 -2.502
H 4.111 -0.983 -0.992
H 1.791 0.585 -3.245
H 3.139 0.974 -4.958
H 4.206 2.095 -4.142
H 4.313 0.318 -3.834
H 0.672 3.688 0.660
H -0.294 2.269 1.101
H -1.722 3.071 -1.042
H -1.949 3.661 0.594
H 0.022 5.123 -0.873
H -1.474 5.248 -1.474
H 0.399 0.241 -1.888
H -0.841 1.453 -2.029
H -0.439 -0.420 0.369
H -1.645 0.850 0.302
H -2.011 -1.750 -0.498
H -3.039 -0.384 -0.832
H -1.065 -1.376 -2.746
H -2.217 -0.201 -2.982
H 2.568 3.014 1.119
H 2.846 3.530 -0.404
H 1.620 -0.333 0.639
H 1.122 1.066 1.514
H 3.440 1.427 2.371
H 2.583 -0.005 2.834
H 4.796 -0.544 2.315
H 3.840 -1.224 1.181
C -3.302 -2.769 2.944
C -1.951 -3.204 2.852
C -1.155 -2.120 3.109
N -1.972 -1.048 3.351
C -3.280 -1.435 3.255
H -4.185 -3.368 2.799
H -1.604 -4.199 2.625
H -0.083 -2.020 3.143
H -1.659 -0.120 3.566
H -4.078 -0.731 3.418
C 6.166 -0.394 5.171
C 5.480 -1.624 5.369
C 4.745 -1.499 6.518
N 4.962 -0.245 7.018
C 5.823 0.437 6.203
H 6.835 -0.148 4.362
H 5.524 -2.500 4.743
H 4.092 -2.193 7.018
H 4.553 0.120 7.859
H 6.118 1.448 6.426
C 1.953 2.121 -8.083
C 1.580 1.879 -9.435
C 0.240 2.132 -9.541
N -0.210 2.520 -8.304
C 0.828 2.520 -7.411
H 2.936 2.020 -7.654
H 2.224 1.555 -10.236
H -0.428 2.072 -10.383
H -1.158 2.767 -8.086
H 0.681 2.799 -6.382
C -5.755 -0.003 6.795
C -6.344 1.291 6.821
C -6.982 1.475 5.624
N -6.800 0.344 4.876
C -6.055 -0.562 5.582
H -5.180 -0.469 7.577
H -6.304 2.004 7.628
H -7.547 2.308 5.244
H -7.158 0.200 3.950
H -5.806 -1.523 5.165
C -2.714 -0.941 -9.525
C -3.911 -1.410 -8.914
C -3.977 -0.852 -7.666
N -2.868 -0.067 -7.501
C -2.094 -0.111 -8.630
H -2.352 -1.185 -10.510
H -4.637 -2.080 -9.342
H -4.713 -0.947 -6.886
H -2.651 0.460 -6.676
H -1.177 0.447 -8.694
C -0.449 -6.538 6.982
C -1.015 -6.162 5.732
C -1.240 -4.811 5.773
N -0.836 -4.361 7.000
C -0.351 -5.404 7.742
H -0.151 -7.527 7.286
H -1.231 -6.810 4.899
H -1.651 -4.137 5.042
H -0.890 -3.408 7.309
H 0.020 -5.252 8.741
```

Properties
- max |F| (eV Å⁻¹) = 1.10
- net charge = 0
- 2S+1 = 1
- Kohn-Sham gap (eV) = 8.159
- SMILES string = C=C[C@@]1(I)[C@H](C)S(=O)(=O)O[C@@](CCN)(CCCN)[C@@]1(N)CCN.c1cc[nH]c1.c1cc[nH]c1.c1cc[nH]c1.c1cc[nH]c1.c1cc[nH]c1.c1cc[nH]c1
- energy above the lowest of the compared OMol25 structures with the same formula, charge and spin (eV) = 0.0000

Results of the Mulliken charge analysis, in e, for atoms 1 through 2: atom 1 (C): -1.013, atom 2 (C): -0.663

A structure of composition C38H59N6O8SSiSn at a distorted geometry. Source: OMol25; level of theory: ωB97M-V/def2-TZVPD.

The geometry in XYZ format:
```
114
C38H59N6O8SSiSn ωB97M-V/def2-TZVPD
Sn -13.408 -14.499 10.197
C -12.822 -14.307 5.091
O -11.544 -14.333 5.705
C -11.207 -15.428 6.394
C -10.191 -16.299 5.968
C -9.848 -17.527 6.592
C -10.608 -17.867 7.726
C -11.648 -17.071 8.244
C -12.473 -17.693 9.210
N -13.625 -17.128 9.630
N -14.364 -17.865 10.457
C -15.390 -17.248 10.984
O -15.625 -16.000 10.900
C -16.223 -18.137 11.789
C -17.427 -17.669 12.331
C -18.287 -18.469 13.010
C -17.926 -19.801 13.182
C -16.686 -20.302 12.753
C -15.857 -19.486 12.015
C -11.946 -15.809 7.596
O -12.782 -14.889 8.026
H -12.849 -15.048 4.266
H -12.874 -13.358 4.558
H -13.660 -14.496 5.723
H -9.666 -16.000 5.027
H -8.976 -18.089 6.242
H -10.432 -18.805 8.230
H -12.267 -18.703 9.547
H -17.674 -16.615 12.268
H -19.194 -18.076 13.489
H -18.598 -20.520 13.646
H -16.264 -21.179 13.194
H -15.005 -19.847 11.511
N -15.411 -14.047 9.162
C -16.318 -12.909 9.330
C -15.943 -11.701 8.386
C -14.727 -10.896 8.735
C -13.392 -11.599 8.435
N -12.803 -12.103 9.699
H -15.247 -14.243 8.181
H -15.829 -14.934 9.535
H -16.382 -12.502 10.369
H -17.328 -13.286 9.077
H -16.857 -11.060 8.424
H -15.862 -11.925 7.292
H -14.739 -10.517 9.786
H -14.775 -9.968 8.084
H -12.639 -10.925 7.973
H -13.471 -12.468 7.696
H -12.966 -11.526 10.520
H -11.787 -12.109 9.607
O -16.565 -16.679 17.958
C -15.198 -16.663 17.987
N -14.570 -15.651 17.209
C -15.037 -15.211 16.015
O -16.167 -15.578 15.597
C -14.205 -14.289 15.258
C -13.144 -13.622 15.816
C -12.245 -12.979 14.948
C -12.583 -12.880 13.599
N -13.616 -13.531 13.070
C -14.441 -14.219 13.888
H -16.856 -16.155 17.158
H -14.803 -17.621 17.582
H -14.855 -16.587 19.073
H -13.748 -15.232 17.666
H -12.942 -13.614 16.873
H -11.311 -12.543 15.356
H -12.117 -12.085 12.946
H -15.373 -14.598 13.470
C -4.760 -13.207 8.925
C -6.112 -12.657 8.635
C -7.029 -13.624 7.837
C -5.986 -11.290 7.963
O -6.659 -12.475 9.976
Si -8.127 -12.046 10.522
S -9.523 -11.656 9.016
O -8.539 -12.966 11.832
C -8.325 -14.434 12.216
C -6.827 -14.726 12.253
C -9.084 -15.284 11.226
C -9.007 -14.542 13.535
O -7.890 -10.558 11.225
C -8.754 -9.463 11.654
C -8.048 -8.821 12.872
C -10.026 -10.028 12.224
C -8.807 -8.503 10.457
H -4.210 -13.336 7.951
H -4.946 -14.195 9.422
H -4.191 -12.569 9.599
H -6.549 -13.854 6.881
H -8.052 -13.163 7.626
H -7.095 -14.469 8.462
H -5.528 -11.422 6.954
H -5.319 -10.638 8.604
H -6.953 -10.801 7.926
H -6.265 -14.435 11.347
H -6.580 -15.810 12.484
H -6.298 -14.181 13.076
H -8.451 -15.618 10.394
H -9.925 -14.724 10.854
H -9.437 -16.220 11.661
H -8.274 -14.178 14.319
H -9.287 -15.585 13.876
H -9.967 -13.971 13.658
H -7.874 -9.665 13.570
H -8.718 -8.065 13.364
H -7.129 -8.361 12.541
H -9.836 -10.758 12.957
H -10.669 -10.346 11.404
H -10.641 -9.260 12.743
H -7.821 -8.091 10.251
H -9.568 -7.653 10.583
H -9.104 -9.099 9.587
```

Properties
- max |F| (eV Å⁻¹) = 4.14
- net charge = +1
- 2S+1 = 1
- Kohn-Sham gap (alpha / beta) (eV) = 5.513 / 5.306
- energy above the lowest of the compared OMol25 structures with the same formula, charge and spin (eV) = 1.0362

Results of the Mulliken charge analysis, in e, for atoms 1 through 2: atom 1 (Sn): 1.523, atom 2 (C): -0.700

A cluster of 3 separate species, C38H60BN2O14S in total at a distorted geometry. Source: OMol25; level of theory: ωB97M-V/def2-TZVPD.

The geometry in XYZ format:
```
116
C38H60BN2O14S ωB97M-V/def2-TZVPD
C -0.012 -4.941 4.182
C -1.419 -5.367 3.402
O -2.373 -4.275 3.660
B -2.875 -3.712 2.386
O -4.308 -3.934 1.995
N -2.061 -2.850 1.417
C -1.642 -3.476 0.105
C -0.811 -2.642 -1.039
C -0.448 -3.414 -2.440
C 0.590 -4.682 -2.273
C 1.464 -4.738 -3.692
C 2.768 -3.752 -3.543
S 4.428 -4.617 -3.649
O 4.257 -6.144 -3.425
O 5.395 -3.945 -2.608
O 4.980 -4.418 -5.280
C -0.445 -1.065 -0.688
C 0.358 -0.229 -1.863
O 1.682 -0.194 -2.034
O -0.483 0.501 -2.840
C -0.357 1.959 -2.691
C -1.754 2.799 -2.326
C -1.713 4.439 -2.155
C -0.325 5.305 -2.337
C 1.041 4.472 -2.710
C 1.017 2.837 -2.895
C -0.937 -0.464 0.756
C -0.608 1.109 1.078
C 0.822 1.381 1.832
C 2.153 0.943 0.959
C 3.543 0.875 1.850
C 4.219 -0.619 1.911
C 4.877 -1.141 0.503
C 5.858 -0.061 -0.247
O 5.063 0.603 -1.293
C 5.552 2.010 -1.458
C -1.765 -1.392 1.825
N -2.314 -0.959 3.165
C -3.561 -0.113 3.052
C -4.211 0.447 1.626
O -4.278 0.212 4.164
C -1.266 -0.358 4.072
C -1.247 1.160 4.689
O -0.195 -1.142 4.378
H -0.137 -3.831 4.584
H 0.814 -4.909 3.342
H 0.283 -5.682 5.043
H -1.846 -6.412 3.771
H -1.237 -5.488 2.242
H -4.396 -4.823 1.509
H -1.957 -4.584 -0.107
H -1.476 -3.838 -2.875
H -0.072 -2.631 -3.231
H 1.281 -4.531 -1.327
H 0.002 -5.712 -2.162
H 0.759 -4.239 -4.510
H 1.710 -5.847 -3.977
H 2.700 -3.215 -2.482
H 2.738 -2.870 -4.336
H 5.217 -3.430 -5.342
H -2.759 2.211 -2.180
H -2.689 5.034 -1.878
H -0.300 6.477 -2.180
H 2.050 5.062 -2.842
H 1.995 2.216 -3.181
H -1.464 1.505 1.790
H -0.620 1.725 0.082
H 0.934 0.881 2.885
H 0.889 2.557 2.025
H 1.960 -0.141 0.561
H 2.322 1.752 0.131
H 4.379 1.622 1.476
H 3.258 1.194 2.957
H 5.073 -0.671 2.735
H 3.411 -1.438 2.228
H 5.565 -2.074 0.783
H 4.097 -1.509 -0.294
H 6.709 -0.674 -0.817
H 6.422 0.663 0.480
H 6.717 2.103 -1.241
H 5.271 2.338 -2.560
H 4.908 2.642 -0.684
H -5.386 0.518 1.825
H -4.086 -0.296 0.731
H -3.848 1.531 1.347
H -1.864 1.913 4.012
H -0.144 1.571 4.890
H -1.823 1.125 5.734
O 2.694 5.817 -4.470
C 3.280 6.881 -4.647
O 3.442 7.752 -3.626
C 4.251 8.941 -3.683
C 3.478 10.095 -4.291
C 3.742 7.280 -6.019
H 5.197 8.748 -4.197
H 4.509 9.191 -2.647
H 3.183 9.884 -5.322
H 4.080 11.009 -4.286
H 2.557 10.276 -3.730
H 2.900 7.698 -6.576
H 4.110 6.385 -6.533
H 4.568 7.990 -6.017
O -10.643 -4.535 3.957
C -9.697 -3.776 4.145
O -9.116 -3.135 3.106
C -8.119 -2.104 3.231
C -6.735 -2.704 3.386
C -9.105 -3.616 5.515
H -8.372 -1.409 4.037
H -8.155 -1.524 2.301
H -6.657 -3.309 4.293
H -5.976 -1.917 3.429
H -6.509 -3.366 2.544
H -8.423 -4.447 5.712
H -9.919 -3.632 6.248
H -8.582 -2.672 5.663
```

Properties
- max |F| (eV Å⁻¹) = 9.15
- net charge = +1
- 2S+1 = 1
- Kohn-Sham gap (eV) = 5.458

Results of the Mulliken charge analysis, in e, for atoms 1 through 2: atom 1 (C): -0.811, atom 2 (C): -0.023

A cluster of 3 separate species, C38H60N5O4S2 in total at a distorted geometry. Source: OMol25; level of theory: ωB97M-V/def2-TZVPD.

The geometry in XYZ format:
```
109
C38H60N5O4S2 ωB97M-V/def2-TZVPD
O 1.775 4.916 -1.817
N 1.222 4.077 -2.371
O 0.906 3.000 -1.453
C 0.181 1.988 -2.110
C 0.855 1.328 -3.303
C 1.998 0.436 -2.642
C 3.340 1.168 -2.840
C 3.830 1.010 -4.272
C 4.601 -0.307 -4.558
S 4.430 -1.563 -3.293
C 2.993 -2.485 -3.803
S 2.426 -2.424 -5.330
N 2.389 -3.098 -2.717
C 1.106 -3.721 -2.970
C 0.951 -4.932 -3.625
C -0.323 -5.449 -3.791
C -1.448 -4.790 -3.294
C -1.287 -3.588 -2.620
C -0.011 -3.061 -2.475
C 3.253 -3.927 -1.897
C 2.919 -4.044 -0.551
C 3.678 -4.813 0.315
C 4.797 -5.478 -0.175
C 5.107 -5.382 -1.523
C 4.346 -4.616 -2.396
C 1.539 0.262 -1.189
N 0.148 0.884 -1.130
H -0.794 2.374 -2.401
H 0.147 0.654 -3.776
H 1.226 2.090 -3.968
H 1.957 -0.480 -3.216
H 3.155 2.223 -2.648
H 4.079 0.851 -2.112
H 4.498 1.842 -4.482
H 3.017 1.114 -4.984
H 4.311 -0.667 -5.538
H 5.665 -0.103 -4.613
H 1.808 -5.461 -4.013
H -0.477 -6.381 -4.312
H -2.439 -5.194 -3.415
H -2.109 -3.044 -2.185
H 0.125 -2.123 -1.955
H 2.045 -3.528 -0.182
H 3.402 -4.879 1.354
H 5.402 -6.061 0.497
H 5.972 -5.909 -1.892
H 4.602 -4.554 -3.441
H 2.202 0.622 -0.418
H 1.333 -0.796 -1.053
H -0.502 0.192 -1.496
H -0.119 1.231 -0.208
C 0.698 7.626 4.508
C -0.627 7.729 3.698
C -1.279 6.348 3.538
C -0.699 5.466 2.431
C -0.538 6.249 1.129
C 0.269 7.530 1.321
N -0.353 8.374 2.378
O -1.418 8.944 1.918
C 1.724 7.166 1.665
C 0.345 8.306 0.011
C -1.567 8.597 4.528
H 1.506 8.182 4.036
H 0.586 8.058 5.502
H 1.030 6.595 4.637
H -2.344 6.487 3.328
H -1.224 5.822 4.492
H 0.258 5.036 2.742
H -1.368 4.618 2.264
H -0.053 5.626 0.372
H -1.529 6.496 0.735
H 2.322 8.062 1.832
H 2.168 6.618 0.833
H 1.824 6.529 2.541
H -0.640 8.544 -0.387
H 0.872 7.709 -0.734
H 0.894 9.239 0.145
H -1.186 9.614 4.621
H -1.654 8.170 5.526
H -2.567 8.649 4.100
C -2.543 -6.480 1.512
C -2.210 -5.007 1.886
C -2.474 -4.747 3.376
C -3.933 -4.490 3.755
C -4.579 -3.479 2.812
C -4.432 -3.881 1.346
N -2.992 -4.082 1.009
O -2.392 -2.944 0.899
C -5.259 -5.151 1.083
C -5.031 -2.809 0.442
C -0.714 -4.834 1.635
H -3.136 -6.543 0.601
H -1.637 -7.051 1.314
H -3.087 -6.997 2.303
H -1.889 -3.875 3.688
H -2.090 -5.591 3.951
H -4.499 -5.425 3.764
H -3.973 -4.107 4.776
H -5.638 -3.366 3.049
H -4.121 -2.497 2.970
H -5.155 -5.478 0.047
H -6.313 -4.941 1.262
H -4.999 -5.987 1.726
H -4.583 -1.831 0.609
H -6.098 -2.724 0.640
H -4.903 -3.073 -0.609
H -0.476 -4.944 0.575
H -0.172 -5.599 2.190
H -0.350 -3.862 1.966
```

Properties
- max |F| (eV Å⁻¹) = 2.12
- net charge = +1
- 2S+1 = 3
- Kohn-Sham gap (alpha / beta) (eV) = 6.521 / 7.396

Results of the Mulliken charge analysis, in e, for atoms 1 through 2: atom 1 (O): -0.180, atom 2 (N): 0.131

no.,E_tot (eV)
1,-80338.421
2,-90223.906
3,-83504.083
4,-77677.919